# C25H28F5O2Ru

A structure of composition C25H28F5O2Ru in a non-equilibrium geometry (wB97M-V/def2-TZVPD, the OMol25 dataset).

Last column: Löwdin spin population.
CARTESIAN COORDINATES (ANGSTROEM)
O -0.650 1.832 0.320  0.053
C 0.369 2.929 0.437  0.003
C -0.578 4.018 0.020  0.002
H 1.204 2.793 -0.263  0.000
H 0.699 3.019 1.475  0.000
C -1.624 2.912 0.023  0.005
H -0.378 4.433 -0.969  0.000
H -0.743 4.784 0.774  0.000
C -2.288 2.739 -1.311  0.000
H -1.548 2.481 -2.074  0.000
H -2.763 3.689 -1.584  0.000
H -3.059 1.970 -1.254  0.000
C -2.611 3.130 1.150  0.001
H -2.116 3.106 2.128  0.000
H -3.409 2.381 1.124  0.000
H -3.074 4.117 1.010  0.000
Ru -0.657 -0.500 0.712  2.077
C -0.834 -1.351 2.891  0.142
C 0.498 -1.867 2.893  0.265
C 1.395 -0.829 2.600  0.174
H 0.783 -2.887 3.146  0.008
C 0.647 0.378 2.410  0.158
C -0.762 0.079 2.668  0.049
H -1.557 0.794 2.861  0.002
H -1.734 -1.886 3.175  0.003
H 2.479 -0.899 2.587  0.005
H 1.081 1.371 2.374  0.007
C -2.895 -2.476 0.013  0.220
C -3.088 -1.404 0.913  0.250
C -2.599 -0.192 0.303  0.029
H -3.591 -1.439 1.878  0.009
C -2.003 -0.590 -0.995  0.040
C -2.213 -2.002 -1.127  0.324
H -1.973 -2.579 -2.018  0.011
H -3.298 -3.479 0.142  0.004
H -3.022 0.785 0.493  0.003
H -1.757 0.102 -1.802  0.004
O 2.500 1.233 -3.246  0.000
C 1.536 1.081 -2.183  0.002
C 2.276 0.633 -0.918  0.014
H 0.763 0.369 -2.504  0.001
H 1.022 2.057 -2.030  0.000
C 3.640 1.288 -1.100  0.002
H 2.397 -0.459 -0.939  0.001
H 1.755 0.879 0.009  0.009
C 3.811 1.185 -2.626  0.001
H 4.438 0.787 -0.543  0.000
H 3.578 2.346 -0.794  0.000
H 4.287 0.218 -2.882  0.000
H 4.456 1.980 -3.030  0.000
F -0.932 -3.803 1.656  0.006
C 0.032 -3.641 0.702  0.008
C 0.264 -2.429 0.054  0.077
C 1.068 -2.565 -1.071  0.013
F 0.953 -1.685 -2.117  0.005
C 1.877 -3.683 -1.322  0.004
F 2.787 -3.655 -2.313  0.002
C 1.685 -4.843 -0.582  -0.003
F 2.382 -5.970 -0.824  -0.001
C 0.705 -4.829 0.403  0.004
F 0.388 -5.951 1.082  0.001

Force components x, y, z for each atom (eV/Å):
0.748 1.257 -0.191
1.087 -0.473 0.199
-0.018 -0.406 0.028
-0.258 -0.195 0.580
0.094 -0.093 -0.271
-1.253 0.780 -0.142
-0.009 0.045 0.193
0.038 0.080 -0.198
-0.211 -0.180 -0.133
-0.149 0.056 0.031
0.051 -0.201 -0.006
-0.023 0.069 -0.285
-0.288 -0.193 0.022
-0.092 0.063 -0.171
-0.007 0.295 0.252
0.088 -0.291 0.097
2.763 -1.450 -2.561
0.419 0.894 1.014
-0.496 -0.158 0.550
-0.599 0.949 -0.318
-0.165 0.342 -0.246
-0.153 -0.494 1.093
0.407 -0.163 1.833
0.299 -0.125 0.052
0.351 0.044 -0.161
-0.251 -0.058 -0.225
-0.129 -0.361 -0.205
-0.275 0.446 0.293
-0.464 -0.137 -0.348
-1.448 -0.697 -1.270
0.135 -0.078 -0.377
-0.294 0.063 0.767
-0.418 0.147 -0.481
0.045 0.096 0.323
0.396 0.221 0.065
0.339 -0.256 0.169
0.047 -0.355 0.341
0.322 -0.082 1.562
-0.593 0.404 -0.445
0.085 -0.651 -0.563
0.336 0.315 0.060
0.312 -0.348 -0.095
-0.335 0.421 -0.245
0.039 0.356 0.033
0.109 0.071 -0.081
0.560 -0.291 -0.283
-0.105 0.187 -0.171
0.197 -0.267 -0.056
-0.238 0.338 0.053
-0.403 -0.190 0.049
0.430 0.370 -0.398
0.052 -0.684 0.192
-0.754 0.019 -0.358
-0.037 -0.142 -0.726
0.431 -0.445 1.025
0.123 0.100 -0.307
-0.689 -0.067 0.418
0.283 -0.441 0.078
-0.479 0.956 0.089
-0.324 -0.125 0.328
0.369 0.712 -0.466

Results
relative energy (zero: lowest compared OMol25 entry of this formula, charge and spin)	0.0	kcal per mole
total charge	+1
spin multiplicity	5
<S²>	6.050



# C35H32ClIN5O3RhS2

A structure of composition C35H32ClIN5O3RhS2 in a non-equilibrium geometry (wB97M-V/def2-TZVPD, the OMol25 dataset).

Last column: Löwdin spin population.
CARTESIAN COORDINATES (ANGSTROEM)
Rh -1.186 -0.205 0.728  1.492
C -4.080 -0.661 -2.539  0.039
C -2.880 -0.946 -1.665  0.339
N -2.457 0.053 -0.748  0.317
N -3.100 1.189 -0.833  0.120
C -2.869 2.138 0.052  0.202
S -1.752 1.983 1.344  0.348
S -3.746 3.645 -0.130  0.046
C -3.262 4.063 -1.861  0.015
C -1.799 4.373 -1.927  0.002
C -1.332 5.659 -1.667  0.001
C 0.027 5.931 -1.693  0.000
C 0.936 4.918 -1.970  0.001
C 0.480 3.633 -2.216  0.001
C -0.880 3.363 -2.195  0.003
C -2.227 -2.180 -1.831  0.076
C -2.633 -3.035 -2.901  0.092
C -2.099 -4.279 -3.100  0.039
C -1.124 -4.779 -2.224  0.139
C -0.670 -3.990 -1.196  0.018
C -1.153 -2.682 -0.985  0.131
O -0.599 -1.992 -0.036  0.212
H -4.652 0.172 -2.154  0.000
H -4.730 -1.535 -2.595  0.008
H -3.764 -0.409 -3.557  0.014
H -3.880 4.924 -2.111  0.001
H -3.535 3.211 -2.480  0.001
H -2.040 6.447 -1.440  0.000
H 0.379 6.935 -1.495  0.000
H 1.997 5.131 -1.996  0.000
H 1.186 2.838 -2.427  0.000
H -1.236 2.358 -2.387  0.001
H -3.376 -2.683 -3.601  0.006
H -2.433 -4.881 -3.935  -0.001
H -0.724 -5.775 -2.364  0.008
H 0.095 -4.338 -0.513  -0.003
Cl -2.588 -3.811 6.565  0.005
C -1.915 -2.778 5.349  0.018
C -0.695 -2.193 5.569  -0.004
C -0.118 -1.378 4.595  0.020
I 1.730 -0.469 4.936  0.003
C -0.728 -1.129 3.362  -0.007
O -0.149 -0.443 2.420  0.055
C -2.055 -1.660 3.200  0.003
N -2.730 -1.280 2.089  0.100
C -3.944 -1.734 1.872  0.019
C -4.572 -2.628 2.742  0.001
C -3.925 -3.021 3.887  0.007
C -2.641 -2.515 4.167  0.000
H -0.181 -2.368 6.503  -0.001
H -4.437 -1.371 0.977  0.002
H -5.562 -2.993 2.510  0.000
H -4.399 -3.701 4.580  0.000
C 4.007 -1.550 1.652  0.000
C 4.404 -1.212 0.221  0.000
N 4.938 0.139 0.084  0.000
C 6.280 0.400 0.599  0.000
C 6.278 1.252 1.864  0.000
C 4.325 1.151 -0.572  0.001
O 4.860 2.232 -0.777  0.000
C 2.933 0.918 -1.096  0.003
C 2.728 0.949 -2.469  -0.002
C 1.446 0.776 -2.961  0.003
C 0.409 0.611 -2.060  0.005
N 0.591 0.645 -0.742  0.090
C 1.825 0.791 -0.267  0.005
H 3.567 -2.547 1.697  0.000
H 3.272 -0.835 2.017  0.000
H 4.871 -1.526 2.319  0.000
H 3.542 -1.318 -0.432  0.000
H 5.167 -1.914 -0.129  0.000
H 6.841 0.919 -0.179  0.000
H 6.756 -0.563 0.789  0.000
H 5.836 2.223 1.651  0.000
H 7.301 1.404 2.210  0.000
H 5.710 0.774 2.664  0.000
H 3.566 1.102 -3.136  0.000
H 1.251 0.773 -4.025  0.001
H -0.606 0.458 -2.409  0.001
H 1.927 0.821 0.813  0.001

Force components x, y, z for each atom (eV/Å):
-0.273 -0.486 0.197
0.277 0.136 0.315
-0.542 -0.602 -0.729
-0.184 1.004 0.112
-0.257 -0.542 -0.553
0.298 0.076 0.236
0.085 -0.501 -0.341
-0.056 0.120 -0.169
0.023 -0.160 0.433
0.014 0.047 -0.090
-0.002 -0.031 -0.017
0.016 0.031 0.003
-0.035 0.041 -0.002
0.130 0.214 0.028
-0.027 0.113 -0.074
0.352 0.336 0.454
-0.003 -0.158 -0.165
-0.002 -0.035 0.065
-0.051 -0.068 -0.109
0.001 0.297 0.170
-0.382 -0.397 -0.526
0.276 0.904 0.543
-0.077 0.118 0.018
0.014 0.033 -0.004
-0.092 0.017 -0.020
-0.015 -0.009 -0.064
-0.038 0.059 -0.073
0.005 0.004 -0.007
-0.010 0.001 0.001
0.010 -0.014 0.031
-0.186 0.556 0.102
-0.086 0.204 -0.033
0.042 -0.013 0.019
-0.028 0.017 0.002
0.014 0.014 0.000
0.005 0.016 -0.004
-0.078 -0.105 0.102
0.286 0.130 0.121
-0.356 -0.220 0.058
0.187 0.397 -0.719
-0.093 -0.120 0.060
0.082 -0.303 0.540
0.230 0.189 0.182
0.028 -0.075 0.230
0.066 -0.239 -0.135
0.364 0.326 -0.192
-0.114 -0.258 0.339
-0.169 0.140 -0.293
0.110 0.147 -0.085
0.025 -0.015 -0.010
-0.012 -0.067 -0.036
0.002 0.006 -0.001
0.024 0.005 0.031
0.044 0.051 -0.103
-0.049 -0.033 0.172
-0.012 0.002 -0.015
0.027 0.190 0.099
-0.021 -0.057 -0.081
0.006 0.011 -0.006
-0.014 -0.066 0.019
-0.011 0.156 -0.086
-0.008 -0.238 0.002
0.112 -0.414 -0.010
0.096 -0.434 -0.014
-0.082 -0.247 0.046
0.168 0.075 -0.001
0.004 -0.003 0.017
-0.062 -0.020 0.076
-0.013 -0.004 0.013
-0.007 -0.011 -0.070
-0.014 0.030 -0.067
0.035 -0.060 0.005
-0.033 -0.036 -0.048
0.005 0.018 0.032
-0.009 0.018 0.012
0.002 -0.009 -0.001
0.016 -0.002 0.013
-0.032 0.010 0.001
0.082 -0.133 0.052
-0.025 -0.073 0.005

Results
spin multiplicity	5
E	-95707.38917	eV
<S²>	6.036



# C42H43N5O2P2Pd

A structure of composition C42H43N5O2P2Pd in a non-equilibrium geometry (wB97M-V/def2-TZVPD, the OMol25 dataset).

Last column: Löwdin spin population.
CARTESIAN COORDINATES (ANGSTROEM)
Pd 0.029 -0.158 -0.011  1.200
C -2.646 3.359 -1.993  0.008
C -1.663 2.231 -2.076  0.055
O -0.864 2.017 -1.154  0.133
C -1.649 1.442 -3.279  0.218
C -0.952 0.277 -3.477  0.006
C -0.883 -0.303 -4.861  0.008
N -0.330 -0.428 -2.490  0.606
N 0.290 -1.490 -2.806  0.671
C 0.734 -2.473 -1.963  0.096
O 0.546 -2.389 -0.744  0.139
C 1.402 -3.599 -2.621  0.008
C 1.622 -3.591 -4.004  0.026
C 2.232 -4.666 -4.618  0.000
C 2.636 -5.759 -3.860  0.017
C 2.430 -5.771 -2.486  0.001
C 1.813 -4.701 -1.869  0.009
H -3.050 3.426 -0.984  0.000
H -3.456 3.236 -2.708  0.001
H -2.138 4.302 -2.215  0.002
H -2.203 1.828 -4.123  0.011
H -1.400 0.326 -5.578  0.000
H -1.314 -1.307 -4.871  -0.001
H 0.166 -0.385 -5.154  0.000
H 1.319 -2.731 -4.587  0.006
H 2.391 -4.659 -5.688  0.000
H 3.112 -6.603 -4.342  0.001
H 2.747 -6.623 -1.899  0.000
H 1.630 -4.707 -0.802  0.001
N -0.556 0.704 2.812  0.030
P -0.794 1.635 1.396  0.143
C -2.601 1.503 1.166  0.022
C -3.085 0.406 0.451  0.026
C -4.445 0.195 0.312  0.002
C -5.336 1.086 0.898  0.003
C -4.866 2.177 1.611  0.000
C -3.499 2.395 1.742  0.006
C -0.414 3.323 1.906  0.026
C -0.049 3.605 3.222  0.012
C 0.227 4.910 3.596  0.000
C 0.176 5.934 2.662  0.011
C -0.149 5.651 1.342  -0.001
C -0.440 4.352 0.962  0.011
P -0.127 -0.884 2.432  0.184
C 0.872 -1.288 3.895  0.038
C 0.683 -2.456 4.629  0.018
C 1.440 -2.675 5.770  0.000
C 2.391 -1.747 6.170  0.018
C 2.597 -0.592 5.424  -0.001
C 1.849 -0.366 4.281  0.016
C -1.593 -1.943 2.525  0.027
C -2.707 -1.598 3.286  0.007
C -3.802 -2.445 3.320  0.001
C -3.789 -3.632 2.598  0.003
C -2.683 -3.973 1.832  0.000
C -1.586 -3.126 1.786  0.006
H -0.930 0.943 3.722  0.001
H -2.384 -0.298 -0.006  0.014
H -4.813 -0.657 -0.246  0.000
H -6.401 0.931 0.788  0.000
H -5.564 2.868 2.066  0.000
H -3.132 3.259 2.283  0.000
H 0.025 2.817 3.960  0.001
H 0.485 5.127 4.624  0.000
H 0.401 6.949 2.961  0.001
H -0.170 6.443 0.605  0.000
H -0.673 4.128 -0.067  0.001
H -0.069 -3.174 4.326  0.001
H 1.279 -3.570 6.357  0.000
H 2.972 -1.921 7.066  0.001
H 3.338 0.132 5.737  0.000
H 2.004 0.531 3.692  0.000
H -2.723 -0.671 3.847  0.000
H -4.669 -2.180 3.911  0.000
H -4.647 -4.290 2.632  0.000
H -2.680 -4.897 1.268  0.000
H -0.727 -3.370 1.171  0.001
N 2.241 -0.092 -0.036  0.070
C 2.817 -0.782 0.714  0.039
N 3.485 -1.484 1.570  0.027
C 3.218 -2.922 1.745  0.003
C 4.502 -3.723 1.565  0.000
C 5.590 -3.186 2.496  0.000
C 5.839 -1.706 2.204  0.001
C 4.554 -0.908 2.400  0.002
H 2.445 -3.215 1.039  0.001
H 2.834 -3.064 2.762  0.001
H 4.835 -3.652 0.526  0.000
H 4.295 -4.774 1.778  0.000
H 6.511 -3.753 2.366  0.000
H 5.271 -3.305 3.536  0.000
H 6.181 -1.591 1.172  0.000
H 6.610 -1.300 2.858  0.000
H 4.685 0.138 2.128  0.000
H 4.240 -0.960 3.447  0.000

Force components x, y, z for each atom (eV/Å):
0.630 -0.001 1.261
-0.054 0.000 -0.032
0.160 0.262 0.688
-0.253 0.062 -0.667
0.373 -0.552 -0.096
-0.580 0.557 -0.398
0.063 -0.178 0.105
0.287 -0.570 -1.060
-0.198 0.919 0.437
0.169 -0.856 0.347
-0.092 0.438 -0.237
0.096 -0.094 -0.321
-0.089 0.151 0.214
0.026 -0.079 -0.046
-0.031 0.075 0.009
0.029 -0.071 0.003
-0.105 0.168 0.179
0.020 -0.014 0.042
-0.019 0.032 0.014
0.031 -0.022 -0.009
0.033 -0.013 -0.044
-0.025 -0.013 0.024
0.005 0.008 -0.040
-0.005 -0.007 -0.027
0.003 -0.015 -0.056
0.016 0.007 0.007
0.007 0.001 0.000
-0.012 0.000 -0.004
0.008 -0.027 -0.008
0.203 0.052 -0.317
-0.703 -0.648 0.646
0.212 0.174 -0.160
0.156 0.136 0.026
-0.011 -0.057 -0.027
-0.030 -0.001 -0.015
-0.020 0.072 0.046
0.053 0.023 -0.016
0.258 -0.045 -0.290
-0.058 -0.086 -0.024
0.010 0.053 0.085
0.003 -0.041 0.006
-0.010 0.031 -0.005
-0.045 -0.040 0.037
-0.517 0.248 0.280
0.179 -0.052 -0.373
-0.063 -0.005 -0.055
0.019 -0.075 0.046
-0.002 0.009 -0.033
-0.026 0.003 0.029
-0.113 -0.041 0.032
0.236 0.053 -0.142
0.061 0.001 0.032
-0.055 0.031 0.042
0.015 0.001 -0.005
-0.024 -0.058 -0.026
0.040 0.081 0.021
-0.054 -0.009 0.002
-0.108 -0.041 -0.020
0.017 0.003 0.010
0.002 -0.005 0.017
0.006 0.002 -0.016
-0.035 -0.004 0.014
0.014 0.045 0.010
0.020 -0.002 -0.010
-0.007 0.003 -0.009
-0.001 -0.002 0.009
-0.032 0.007 -0.054
0.008 0.002 0.031
0.000 0.003 -0.010
-0.008 -0.002 0.005
0.007 0.002 0.006
0.009 0.038 0.043
-0.035 -0.003 0.001
0.009 -0.002 -0.004
0.005 0.000 -0.005
0.005 0.010 0.000
-0.034 -0.044 -0.004
-0.286 -0.313 -0.007
0.171 0.406 0.190
-0.160 -0.062 -0.151
0.144 -0.259 0.030
0.008 0.064 0.109
-0.010 0.066 -0.198
-0.141 -0.076 0.013
0.394 0.096 0.088
-0.082 0.024 -0.075
-0.025 0.059 -0.047
-0.019 -0.023 -0.005
-0.025 0.015 -0.019
-0.012 -0.012 0.038
0.041 -0.034 0.027
0.050 0.045 0.017
-0.007 0.022 0.003
-0.069 0.004 -0.033
-0.018 -0.013 -0.124

Results
total charge	+2
spin multiplicity	5
E	-77839.44411	eV
<S²>	6.053